(1)
A cluster of 6 separate species, C27H65Cl2O12P in total in a non-equilibrium geometry, computed with ωB97M-V with the def2-TZVPD basis set.

## Properties
Relative energy (zero: lowest compared OMol25 entry of this formula, charge and spin), eV: 4.243
LUMO level, eV: 3.3229
2S+1: 1
F_max, Eh/bohr: 0.1457
DFT total energy, eV: -87943.8733
Charge: -2
Frontier orbital gap, Eh: 0.1309

Cartesian coordinates (Å):
C  5.112  3.897  1.470
C  3.491  3.772  1.867
C  2.886  5.276  1.797
Cl  2.500  5.773  3.580
P  1.278  5.525  0.819
C  0.458  3.922  1.453
C  -1.182  3.888  1.125
C  -2.011  5.123  1.812
Cl  -3.120  4.637  3.220
C  1.966  4.684  -0.781
O  3.104  5.177  -1.343
O  1.333  3.561  -1.488
H  5.646  2.858  1.404
H  5.595  4.617  2.255
H  5.193  4.459  0.420
H  3.470  3.326  2.974
H  3.054  2.985  1.127
H  3.701  6.073  1.444
H  1.835  6.778  0.290
H  0.784  6.327  1.935
H  0.069  5.787  0.070
H  0.880  2.928  1.004
H  0.523  3.944  2.637
H  -1.355  3.783  -0.047
H  -1.566  2.891  1.657
H  -2.721  5.569  0.962
H  -1.359  6.020  2.183
C  -0.490  0.012  1.659
O  -1.849  0.291  1.980
C  -2.751  -0.686  1.434
C  -3.118  -1.750  2.470
O  -1.981  -2.525  2.868
C  -1.404  -2.055  4.084
H  0.144  0.553  2.367
H  -0.252  -1.053  1.731
H  -0.270  0.364  0.649
H  -2.325  -1.139  0.531
H  -3.660  -0.147  1.149
H  -3.831  -2.448  2.011
H  -3.609  -1.308  3.346
H  -1.970  -2.449  4.933
H  -1.377  -0.963  4.141
H  -0.378  -2.428  4.139
C  -0.120  -6.629  -0.575
O  -0.373  -6.689  0.825
C  -0.706  -5.405  1.376
C  -2.221  -5.222  1.492
O  -2.859  -5.215  0.210
C  -3.402  -6.490  -0.131
H  -0.224  -7.639  -0.983
H  -0.820  -5.974  -1.100
H  0.901  -6.282  -0.751
H  -0.252  -4.603  0.781
H  -0.272  -5.373  2.380
H  -2.416  -4.241  1.947
H  -2.670  -5.981  2.144
H  -4.374  -6.613  0.353
H  -2.745  -7.316  0.157
H  -3.540  -6.520  -1.215
C  7.969  3.786  -3.473
O  6.697  3.859  -2.837
C  5.745  4.614  -3.604
C  4.851  3.699  -4.444
O  5.597  2.989  -5.438
C  5.939  1.669  -5.019
H  8.514  2.941  -3.045
H  7.889  3.631  -4.553
H  8.531  4.703  -3.280
H  6.257  5.355  -4.228
H  5.118  5.149  -2.883
H  4.125  4.325  -4.981
H  4.283  3.002  -3.816
H  5.087  1.003  -5.180
H  6.237  1.628  -3.967
H  6.778  1.326  -5.629
C  2.741  -3.018  -5.086
O  3.100  -4.385  -5.262
C  3.724  -4.940  -4.093
C  2.718  -5.706  -3.231
O  1.706  -4.845  -2.697
C  0.510  -4.866  -3.475
H  1.984  -2.767  -5.834
H  2.324  -2.817  -4.095
H  3.617  -2.383  -5.244
H  4.226  -4.155  -3.516
H  4.485  -5.641  -4.448
H  3.253  -6.135  -2.374
H  2.265  -6.539  -3.785
H  -0.087  -5.740  -3.202
H  0.711  -4.885  -4.550
H  -0.059  -3.962  -3.246
C  -5.998  1.550  3.667
O  -6.129  0.280  3.034
C  -7.007  -0.601  3.753
C  -8.420  -0.584  3.166
O  -9.042  0.698  3.305
C  -8.930  1.485  2.120
H  -5.629  2.263  2.924
H  -6.949  1.923  4.058
H  -5.274  1.483  4.482
H  -7.015  -0.348  4.820
H  -6.594  -1.609  3.645
H  -9.036  -1.297  3.731
H  -8.425  -0.906  2.117
H  -9.703  1.185  1.409
H  -7.947  1.393  1.648
H  -9.085  2.532  2.393

***

(2)
A cluster of 5 separate species, C27H65O13P2S5 in total in a non-equilibrium geometry, computed with ωB97M-V with the def2-TZVPD basis set.

## Properties
Relative energy (zero: lowest compared OMol25 entry of this formula, charge and spin), eV: 2.807
LUMO level, eV: 1.6474
2S+1: 1
F_max, Eh/bohr: 0.1192
DFT total energy, eV: -128415.3888
Charge: -1
Frontier orbital gap, Eh: 0.1871

Cartesian coordinates (Å):
C  -4.921  0.194  -1.844
C  -4.662  1.040  -2.820
C  -4.132  1.889  -4.067
P  -2.354  1.491  -4.659
C  -2.535  -0.400  -4.364
C  -1.390  -1.274  -5.155
C  0.075  -1.165  -4.477
C  1.121  -0.748  -5.658
C  2.677  -1.080  -5.247
C  3.158  0.117  -4.270
C  3.128  -0.280  -2.688
C  3.810  0.946  -1.850
C  -1.565  1.779  -2.937
S  -1.792  3.597  -2.441
C  -0.281  4.542  -2.960
C  0.891  4.477  -1.824
P  -3.136  1.389  -6.719
C  -1.630  1.831  -7.845
O  -3.655  -0.196  -7.169
H  -5.227  -0.586  -1.067
H  -4.852  1.661  -4.956
H  -4.253  3.034  -3.881
H  -1.025  1.260  -5.193
H  -2.142  2.925  -4.909
H  -2.381  -0.693  -3.243
H  -3.599  -0.808  -4.616
H  -1.709  -2.393  -5.057
H  -1.350  -1.020  -6.277
H  0.396  -2.238  -4.147
H  0.118  -0.475  -3.562
H  0.867  -1.239  -6.675
H  1.094  0.397  -5.843
H  3.317  -1.167  -6.214
H  2.770  -2.101  -4.714
H  2.570  1.095  -4.427
H  4.268  0.333  -4.538
H  3.685  -1.266  -2.464
H  2.050  -0.384  -2.306
H  3.823  0.648  -0.732
H  3.219  1.926  -1.959
H  4.913  1.129  -2.170
H  -1.970  1.125  -2.087
H  -0.407  1.658  -3.033
H  0.209  4.134  -3.936
H  -0.516  5.659  -3.197
H  0.423  4.917  -0.859
H  1.784  5.161  -2.099
H  1.203  3.365  -1.691
H  -1.398  2.944  -7.584
H  -0.754  1.197  -7.448
H  -1.855  1.688  -8.960
H  -4.634  -0.172  -7.327
O  4.339  -0.342  1.971
S  4.095  0.684  2.953
O  4.602  2.024  2.799
O  4.526  0.127  4.413
C  5.863  -0.336  4.596
C  6.853  0.812  4.658
C  2.352  0.787  3.248
H  6.133  -1.050  3.811
H  5.886  -0.879  5.545
H  6.908  1.339  3.702
H  7.855  0.449  4.895
H  6.550  1.543  5.412
H  1.956  -0.216  3.402
H  1.894  1.241  2.367
H  2.177  1.416  4.121
O  6.615  -6.496  2.520
S  7.268  -5.268  2.144
O  7.563  -4.237  3.108
O  6.471  -4.608  0.900
C  5.079  -4.327  1.054
C  4.844  -3.120  1.943
C  8.764  -5.658  1.280
H  4.550  -5.207  1.434
H  4.682  -4.118  0.057
H  5.168  -3.315  2.968
H  3.785  -2.859  1.972
H  5.413  -2.260  1.583
H  8.552  -6.412  0.522
H  9.476  -6.047  2.009
H  9.158  -4.748  0.827
O  0.786  0.991  6.465
S  -0.151  0.988  7.559
O  -0.575  -0.234  8.194
O  -1.461  1.837  7.132
C  -2.171  1.449  5.955
C  -2.972  0.179  6.173
C  0.437  2.086  8.818
H  -1.483  1.342  5.110
H  -2.855  2.266  5.710
H  -2.317  -0.676  6.355
H  -3.584  -0.050  5.298
H  -3.622  0.279  7.047
H  0.731  3.030  8.360
H  1.299  1.615  9.292
H  -0.353  2.236  9.553
O  -7.105  -1.471  1.186
S  -7.677  -0.341  1.871
O  -7.761  -0.284  3.310
O  -9.143  -0.036  1.251
C  -10.114  -1.081  1.257
C  -10.669  -1.326  2.648
C  -6.874  1.135  1.309
H  -9.692  -1.998  0.832
H  -10.927  -0.765  0.598
H  -9.897  -1.708  3.320
H  -11.478  -2.059  2.619
H  -11.044  -0.396  3.083
H  -6.833  1.127  0.220
H  -5.865  1.142  1.722
H  -7.429  1.999  1.674

***

(3)
A cluster of 13 separate species, C27H66BBrN12O28P in total in a non-equilibrium geometry, computed with ωB97M-V with the def2-TZVPD basis set.

## Properties
LUMO level, eV: 1.0731
2S+1: 1
F_max, Eh/bohr: 0.0499
DFT total energy, eV: -184257.0199
Charge: -1
Frontier orbital gap, Eh: 0.1900

Cartesian coordinates (Å):
C  1.091  4.997  0.286
C  1.645  3.642  -0.162
P  1.263  2.229  0.999
C  -0.305  2.619  1.890
C  0.792  0.711  -0.056
C  -0.192  0.908  -1.183
C  -1.594  1.346  -0.722
C  -2.687  0.300  -0.840
O  -2.641  -0.630  0.250
C  -3.084  -0.105  1.413
C  -4.564  0.058  1.559
O  -2.340  0.213  2.307
O  0.531  -0.399  0.694
B  1.822  -0.663  1.417
C  2.133  -2.239  1.738
C  3.317  -2.496  2.654
C  3.262  -1.965  4.093
C  1.900  -2.088  4.766
C  3.823  -0.551  4.250
O  2.867  -0.092  0.475
C  2.203  0.303  -0.630
Br  2.085  -1.273  -1.851
H  0.160  4.917  0.821
H  0.883  5.562  -0.599
H  1.818  5.509  0.888
H  2.719  3.705  -0.167
H  1.347  3.491  -1.184
H  -0.040  3.115  2.809
H  -0.993  3.264  1.359
H  -0.781  1.689  2.150
H  0.162  1.580  -1.941
H  -0.286  -0.060  -1.654
H  -1.877  2.204  -1.317
H  -1.579  1.668  0.307
H  -3.645  0.795  -0.820
H  -2.578  -0.234  -1.767
H  -4.749  0.305  2.585
H  -4.934  0.834  0.911
H  -5.089  -0.853  1.321
H  1.766  -0.100  2.515
H  1.245  -2.756  2.089
H  2.377  -2.720  0.794
H  4.178  -2.028  2.193
H  3.553  -3.553  2.683
H  3.937  -2.592  4.664
H  1.812  -1.300  5.502
H  1.078  -1.959  4.084
H  1.827  -3.009  5.323
H  4.276  -0.458  5.230
H  4.544  -0.315  3.487
H  3.014  0.156  4.215
H  2.774  1.072  -1.130
C  -4.328  1.147  5.671
N  -5.785  1.017  5.954
O  -6.166  1.146  7.102
O  -6.507  0.784  5.013
H  -3.807  1.350  6.598
H  -3.997  0.211  5.231
H  -4.202  1.961  4.965
C  1.435  5.233  -4.348
N  0.750  4.035  -3.793
O  -0.066  4.226  -2.913
O  1.072  2.958  -4.232
H  1.048  6.110  -3.842
H  2.498  5.108  -4.165
H  1.224  5.259  -5.408
C  0.245  -4.466  -3.196
N  1.727  -4.443  -3.306
O  2.219  -3.671  -4.089
O  2.351  -5.203  -2.590
H  -0.157  -3.739  -3.890
H  -0.083  -5.473  -3.440
H  -0.004  -4.209  -2.171
C  2.786  -6.327  -5.852
N  1.779  -7.270  -6.412
O  1.247  -8.049  -5.647
O  1.551  -7.196  -7.598
H  2.880  -6.513  -4.790
H  3.727  -6.506  -6.360
H  2.429  -5.320  -6.043
C  -2.349  8.307  -1.168
N  -0.935  7.886  -1.373
O  -0.284  7.604  -0.398
O  -0.539  7.848  -2.522
H  -2.558  8.288  -0.106
H  -2.450  9.307  -1.576
H  -2.978  7.606  -1.707
C  -6.839  3.776  8.522
N  -6.768  4.911  9.484
O  -6.062  4.788  10.456
O  -7.434  5.896  9.228
H  -6.205  2.977  8.878
H  -7.875  3.459  8.467
H  -6.499  4.145  7.560
C  -6.214  7.310  6.304
N  -4.869  6.801  5.917
O  -4.090  6.534  6.805
O  -4.650  6.683  4.732
H  -6.269  7.361  7.384
H  -6.335  8.290  5.856
H  -6.947  6.614  5.908
C  5.340  -5.367  -1.757
N  6.498  -6.136  -2.283
O  7.361  -6.491  -1.507
O  6.512  -6.369  -3.474
H  5.463  -5.241  -0.689
H  5.326  -4.407  -2.265
H  4.453  -5.932  -1.982
C  -4.315  2.855  -3.640
N  -5.274  2.796  -2.505
O  -5.333  1.761  -1.881
O  -5.965  3.774  -2.309
H  -3.793  1.910  -3.693
H  -4.902  3.033  -4.535
H  -3.620  3.670  -3.465
C  10.507  -6.956  -1.838
N  11.983  -6.900  -2.036
O  12.421  -6.118  -2.851
O  12.656  -7.650  -1.362
H  10.038  -6.240  -2.500
H  10.186  -7.966  -2.066
H  10.307  -6.716  -0.800
C  1.708  -8.393  -1.379
N  3.128  -8.839  -1.349
O  3.358  -10.020  -1.471
O  3.964  -7.973  -1.203
H  1.081  -9.265  -1.514
H  1.505  -7.897  -0.435
H  1.607  -7.696  -2.204
C  -4.253  0.707  -7.945
N  -3.406  1.515  -7.025
O  -3.224  1.091  -5.911
O  -2.961  2.554  -7.468
H  -4.576  -0.181  -7.418
H  -5.096  1.326  -8.236
H  -3.645  0.456  -8.808

***

(4)
A structure of composition C27H66FN9O13P2 in a non-equilibrium geometry, computed with ωB97M-V with the def2-TZVPD basis set.

## Properties
LUMO level, eV: 0.3820
2S+1: 1
F_max, Eh/bohr: 0.0406
DFT total energy, eV: -90400.9416
Charge: 0
Frontier orbital gap, Eh: 0.3186

Cartesian coordinates (Å):
C  0.913  3.526  -2.475
C  0.369  2.633  -3.591
F  0.026  3.374  -4.703
C  -0.813  1.766  -3.184
O  -1.833  2.526  -2.512
P  -3.116  1.594  -2.145
O  -3.520  0.682  -3.253
O  -2.676  0.668  -0.861
O  -4.319  2.525  -1.609
P  -5.408  2.997  -2.843
N  -6.523  3.976  -1.956
O  -6.408  1.719  -3.228
H  0.776  3.110  -1.476
H  0.443  4.516  -2.509
H  1.976  3.705  -2.664
H  1.162  1.939  -3.894
H  -1.218  1.304  -4.093
H  -0.465  0.943  -2.544
H  -2.106  -0.018  -1.229
H  -6.027  4.597  -1.328
H  -7.069  4.502  -2.633
H  -6.263  1.609  -4.171
C  -2.973  -2.440  -4.322
C  -2.003  -3.052  -3.344
O  -0.897  -2.561  -3.132
N  -2.389  -4.171  -2.689
C  -3.642  -4.888  -2.802
H  -2.522  -1.554  -4.758
H  -3.207  -3.144  -5.123
H  -3.886  -2.142  -3.807
H  -1.689  -4.531  -2.054
H  -4.128  -4.919  -1.825
H  -3.439  -5.911  -3.123
H  -4.308  -4.415  -3.515
C  1.255  -0.920  1.568
C  0.926  0.310  0.759
O  1.729  0.806  -0.022
N  -0.301  0.859  0.923
C  -1.377  0.422  1.797
H  2.265  -1.239  1.327
H  1.203  -0.699  2.634
H  0.566  -1.731  1.325
H  -0.454  1.676  0.353
H  -2.258  0.202  1.190
H  -1.614  1.235  2.483
H  -1.100  -0.461  2.362
C  0.530  4.351  3.908
C  -0.250  3.242  4.566
O  -1.319  2.847  4.121
N  0.277  2.682  5.684
C  1.524  3.015  6.350
H  -0.015  4.693  3.033
H  0.650  5.191  4.594
H  1.510  3.991  3.591
H  -0.294  1.948  6.072
H  2.160  2.130  6.375
H  1.307  3.323  7.376
H  2.052  3.812  5.841
C  4.501  1.923  -1.609
C  4.704  3.336  -1.123
O  4.032  4.262  -1.547
N  5.665  3.555  -0.186
C  6.551  2.588  0.433
H  3.710  1.916  -2.352
H  5.417  1.548  -2.070
H  4.203  1.275  -0.784
H  5.743  4.520  0.091
H  6.393  2.595  1.514
H  7.587  2.866  0.229
H  6.371  1.588  0.055
C  1.645  -4.640  -2.377
C  1.052  -6.024  -2.317
O  -0.154  -6.214  -2.203
N  1.901  -7.079  -2.396
C  3.349  -7.062  -2.530
H  0.845  -3.906  -2.307
H  2.337  -4.486  -1.546
H  2.167  -4.491  -3.322
H  1.436  -7.972  -2.351
H  3.629  -7.583  -3.447
H  3.788  -7.581  -1.678
H  3.734  -6.049  -2.563
C  5.676  1.747  6.942
C  5.273  3.115  6.451
O  4.513  3.267  5.507
N  5.785  4.194  7.099
C  6.694  4.216  8.231
H  5.188  0.997  6.327
H  6.756  1.616  6.860
H  5.365  1.606  7.977
H  5.475  5.074  6.720
H  6.221  4.741  9.063
H  7.603  4.750  7.953
H  6.956  3.213  8.549
C  4.819  -8.697  2.259
C  4.402  -7.611  1.299
O  5.125  -7.239  0.387
N  3.178  -7.047  1.475
C  2.184  -7.351  2.488
H  5.811  -9.043  1.987
H  4.851  -8.312  3.279
H  4.128  -9.540  2.204
H  2.966  -6.331  0.799
H  1.261  -7.672  2.001
H  1.977  -6.452  3.070
H  2.524  -8.135  3.155
C  -10.828  4.942  -5.307
C  -9.668  4.229  -4.659
O  -8.529  4.671  -4.701
N  -9.919  3.061  -4.015
C  -11.188  2.377  -3.855
H  -10.465  5.851  -5.775
H  -11.283  4.312  -6.073
H  -11.575  5.210  -4.558
H  -9.095  2.642  -3.607
H  -11.409  2.274  -2.792
H  -11.118  1.381  -4.296
H  -11.996  2.921  -4.334